[1]
Molecular formula: CH4N2O
Method: DFT, wB97M-V/def2-TZVPD

The geometry in ORCA input format:
```
! wB97M-V def2-TZVPD RIJCOSX def2/J DEFGRID3
* xyz 0 1
C -1.35114 0.15159 -0.02618
N -1.03895 -1.09979 -0.11538
N 0.95316 0.89960 0.02160
O -2.14846 1.01223 0.05012
H 0.01932 -1.05420 -0.05268
H -1.51354 -1.76710 0.35454
H 0.78552 1.92745 0.44166
H 1.48098 1.00969 -0.81886
*
```

**HOMO-LUMO gap (spin up / spin down)**: 8.13 / 8.09 eV
**Molecular weight**: 60.1 u
**Energy relative to the best compared isomer or geometry (same formula, charge and spin)**: 97.20 kcal/mol
**Largest force on an atom**: 5.02 eV Å⁻¹



[2]
Molecular formula: C4H6O2
Method: DFT, wB97M-V/def2-TZVPD

The geometry in ORCA input format:
```
! wB97M-V def2-TZVPD RIJCOSX def2/J DEFGRID3
* xyz 0 1
C -0.94336 0.01267 0.31884
C 0.37767 -0.34960 0.96105
C 0.83522 0.46798 -1.22524
C 1.37812 -0.06151 -0.12964
O -1.80411 -0.97376 0.21798
O -1.31746 1.19095 -0.03893
H -2.59822 -0.66318 -0.24971
H -0.36576 1.41059 -0.82166
H 0.51150 0.24493 1.87344
H 0.36403 -1.41054 1.22263
H 1.12416 0.23912 -2.24860
H 2.43821 -0.10764 0.11986
*
```

**HOMO-LUMO gap (spin up / spin down)**: 8.00 / 8.00 eV
**Molecular weight**: 86.1 u
**Energy relative to the best compared isomer or geometry (same formula, charge and spin)**: 103.78 kcal/mol
**Largest force on an atom**: 3.42 eV Å⁻¹



[3]
Molecular formula: C20H36GeO3PS5Si2V
Method: DFT, wB97M-V/def2-TZVPD

The geometry in ORCA input format:
```
! wB97M-V def2-TZVPD RIJCOSX def2/J DEFGRID3
* xyz 0 1
V 0.45013 0.18368 0.22527
S 5.47991 0.35776 5.36847
C 4.31900 0.22322 4.22947
S 4.48542 -0.75187 2.78310
C 2.94072 -0.30939 2.05962
C 2.15918 0.53250 2.78310
S 0.60779 1.07549 2.27464
S 2.78195 1.03778 4.34950
S 2.51781 -0.86990 0.49477
C -2.48934 0.95736 2.60259
Si -1.79641 -0.31579 1.33199
C -1.62322 -1.96325 2.33021
C -3.17100 -0.60522 0.03106
C -4.44445 -1.03785 0.37855
C -5.44768 -1.13938 -0.56910
C -5.18067 -0.81770 -1.88952
C -3.91480 -0.38897 -2.24862
C -2.90672 -0.27586 -1.29867
Si -1.22571 0.54115 -1.69418
C -1.81383 2.36737 -1.97748
C -0.57512 -0.03742 -3.41786
H -3.55124 0.81293 2.77314
H -2.34314 1.97763 2.26137
H -1.97843 0.86504 3.55627
H -2.48482 -2.12962 2.96964
H -0.75011 -1.92951 2.97759
H -1.53465 -2.82702 1.67725
H -4.66787 -1.28916 1.40406
H -6.43678 -1.45624 -0.27072
H -5.96240 -0.88059 -2.63169
H -3.71350 -0.12074 -3.27614
H -2.64643 2.38313 -2.67610
H -1.02597 2.99086 -2.38806
H -2.15842 2.82176 -1.05162
H -1.01391 0.54104 -4.22492
H -0.80408 -1.08276 -3.59685
H 0.50357 0.07953 -3.47647
C 1.28352 -3.59710 1.34351
O 0.67341 -3.48990 0.06914
P 0.19087 -2.09799 -0.63954
O -0.86425 -2.81221 -1.64398
C -1.95514 -3.62409 -1.24773
O 1.31005 -1.77992 -1.75093
C 1.71487 -2.77229 -2.69142
H 2.35792 -3.76305 1.23533
H 0.83558 -4.44991 1.85792
H 1.11906 -2.69088 1.93198
H -2.83144 -3.01100 -1.02289
H -1.69445 -4.23615 -0.38408
H -2.17291 -4.28110 -2.09194
H 2.68461 -2.46392 -3.07851
H 0.99058 -2.82990 -3.50309
H 1.80430 -3.74781 -2.21177
C 2.91623 4.43225 -1.18281
Ge 2.63390 2.99658 0.17994
C 2.14241 3.95113 1.86071
C 4.38510 2.04311 0.28668
C 1.07582 1.97860 -0.52782
H 3.68889 5.11808 -0.85468
H 2.00920 5.00532 -1.34597
H 3.22797 4.01516 -2.13476
H 2.75199 4.84561 1.95585
H 2.28021 3.35388 2.75649
H 1.09818 4.25593 1.81525
H 5.17646 2.74690 0.03852
H 4.43180 1.22126 -0.42518
H 4.58886 1.64825 1.27696
H 1.30079 1.80563 -1.58932
H 0.26082 2.70955 -0.45556
*
```

**HOMO-LUMO gap (spin up / spin down)**: 6.34 / 6.19 eV
**Molecular weight**: 695.5 u
**Energy relative to the best compared isomer or geometry (same formula, charge and spin)**: 19.57 kcal/mol
**Largest force on an atom**: 2.19 eV Å⁻¹



[4]
Molecular formula: C9H15Cl2LuO3PRh
Method: DFT, wB97M-V/def2-TZVPD

The geometry in ORCA input format:
```
! wB97M-V def2-TZVPD RIJCOSX def2/J DEFGRID3
* xyz 4 5
Lu -0.12458 2.18529 -3.44177
Rh -0.43147 0.30083 -1.52249
Cl -1.04345 2.59019 -1.04625
Cl 1.93737 0.98254 -3.81248
C 0.17094 -1.29696 -2.19387
C -2.33155 3.34199 -3.85927
C -0.39265 2.15164 -5.83051
O 0.58017 -2.32512 -2.57265
O -3.29993 3.94597 -4.11352
O -0.46094 2.21680 -6.97473
C -1.28109 1.07405 2.87962
C 0.07879 0.61861 2.35046
P 0.15040 -0.13016 0.66229
C 2.00588 -0.28088 0.35826
C 2.65674 -1.24434 1.32342
C -1.11603 -1.43688 0.67093
C -0.81047 -2.54389 1.64819
H -1.69720 1.94333 2.34715
H -1.17537 1.36970 3.93786
H -2.02514 0.26858 2.87014
H 0.80102 1.45886 2.34163
H 0.48364 -0.18012 2.99581
H 2.11849 -0.39950 -0.73621
H 2.23140 0.77890 0.60381
H 2.26414 -2.27741 1.29796
H 3.73516 -1.27351 1.11881
H 2.53000 -0.83933 2.33652
H -1.98006 -0.82942 0.97611
H -1.31385 -1.72218 -0.37025
H -0.81312 -2.09310 2.64622
H -1.60392 -3.30642 1.62633
H 0.15668 -3.04805 1.48248
*
```

**HOMO-LUMO gap (spin up / spin down)**: 8.39 / 4.68 eV
**Molecular weight**: 551.0 u
**Energy relative to the best compared isomer or geometry (same formula, charge and spin)**: 0.00 kcal/mol
**<S²>**: 6.02
**Largest force on an atom**: 9.26 eV Å⁻¹



[5]
Molecular formula: C4H5NO
Method: DFT, wB97M-V/def2-TZVPD

The geometry in ORCA input format:
```
! wB97M-V def2-TZVPD RIJCOSX def2/J DEFGRID3
* xyz 0 1
C 0.30509 -0.36454 1.53090
C -0.44839 0.93706 0.11075
O -1.00756 1.94301 0.37452
C -0.24921 0.33569 -1.61701
C 0.31152 -0.89559 -1.19783
N 0.69561 -1.65717 -0.41166
H -0.36438 0.10115 2.22637
H 1.35152 -0.06454 1.63710
H 0.28195 -1.46587 1.71182
H 0.43690 0.94972 -2.22336
H -1.21404 0.23705 -2.14265
*
```

**HOMO-LUMO gap**: 10.08 eV
**Molecular weight**: 83.1 u
**Energy relative to the best compared isomer or geometry (same formula, charge and spin)**: 89.36 kcal/mol
**Largest force on an atom**: 2.02 eV Å⁻¹



[6]
Molecular formula: C30H39F8N2O4
Method: DFT, wB97M-V/def2-TZVPD

The geometry in ORCA input format:
```
! wB97M-V def2-TZVPD RIJCOSX def2/J DEFGRID3
* xyz 1 1
C 4.03170 0.62820 2.58550
C 2.84259 0.90963 3.65285
O 3.00858 0.38027 4.79410
N 1.64448 1.71192 3.34487
C 0.64632 1.71693 4.46621
C 1.05507 1.20067 2.09993
C 0.82078 -0.33284 1.93825
C 0.23358 -0.90271 0.59195
C -0.03038 -2.45948 0.37579
C 0.51343 -3.40289 1.55343
O -0.07797 -3.15954 2.84753
C -1.48500 -3.46323 2.87277
C -1.96302 -3.34036 4.40753
F -0.84581 -3.05733 5.22935
F -2.40017 -4.66735 4.78256
C -3.22226 -2.37864 4.63399
F -4.32564 -2.86517 3.88003
F -3.60329 -2.54255 6.01404
C -2.92907 -0.81292 4.44244
F -4.01198 -0.12626 5.10026
F -1.74334 -0.35007 5.06159
C -2.93386 -0.29107 2.92877
F -2.78333 1.14809 2.97940
F -4.17592 -0.50843 2.24946
C -0.09625 0.13683 -0.55800
C -0.64679 -0.45142 -1.93217
O -0.31554 0.31638 -3.11001
C 1.07776 0.62056 -3.20227
C 1.45266 2.14782 -3.19744
C 2.89521 2.69590 -3.28635
C 3.06198 4.30112 -3.27731
C 4.06543 1.68272 -3.37720
C 3.70814 0.16782 -3.41957
C 2.24144 -0.39072 -3.34222
C 1.96915 -1.96303 -3.40844
C 2.84697 -2.51762 -4.67810
C 2.60733 -2.64836 -2.10457
C 0.14816 1.61894 -0.22719
N 0.69506 2.09654 1.03830
H 4.98122 1.11286 3.00545
H 4.17806 -0.49035 2.42406
H 3.79917 1.09774 1.57120
H -0.35603 2.10771 4.03924
H 0.97289 2.49016 5.24156
H 0.47011 0.67053 4.92373
H 1.12232 -0.98521 2.82430
H -1.18167 -2.58263 0.30754
H 0.37542 -2.87770 -0.61106
H 0.25427 -4.49146 1.26327
H 1.66620 -3.34460 1.55530
H -2.13405 -2.79785 2.20512
H -1.67400 -4.54770 2.51899
H -2.04956 -0.65726 2.29470
H -1.80322 -0.43369 -1.85417
H -0.37016 -1.54377 -2.12520
H 0.58769 2.90760 -3.10920
H 2.80235 4.72719 -4.32043
H 4.10111 4.61709 -2.93380
H 2.27434 4.76819 -2.56903
H 5.12476 2.10155 -3.40610
H 4.60447 -0.55311 -3.49469
H 0.89249 -2.26012 -3.63607
H 2.51820 -3.61504 -4.82373
H 3.93906 -2.42465 -4.36748
H 2.55701 -1.89495 -5.58950
H 2.29167 -2.09847 -1.13495
H 3.76199 -2.57767 -2.11668
H 2.27520 -3.74175 -2.02442
H -0.09575 2.40919 -1.00921
H 0.84475 3.11328 1.13507
C -4.50707 1.68098 -1.85406
C -3.49492 2.73399 -1.46164
C -2.75952 2.96613 -2.76797
O -3.69867 2.72444 -3.82112
C -4.86484 2.09988 -3.26622
H -5.37261 1.63449 -1.19122
H -4.03110 0.69392 -1.86594
H -4.01161 3.64939 -1.15589
H -2.83351 2.42734 -0.64774
H -1.93055 2.25904 -2.88937
H -2.36593 3.98250 -2.85285
H -5.67324 2.83842 -3.26792
H -5.16294 1.25601 -3.89193
*
```

**HOMO-LUMO gap**: 6.38 eV
**Molecular weight**: 643.6 u
**Largest force on an atom**: 5.12 eV Å⁻¹



Question: molecular weight of number 5 (C4H5NO)?
Answer: 83.1 u



Question: Which of these has the highest molecular weight?
Answer: C20H36GeO3PS5Si2V



Question: largest force on an atom of number 6 (C30H39F8N2O4)?
Answer: 5.12 eV Å⁻¹



Question: Which value of largest force on an atom does entry 2 give?
Answer: 3.42 eV Å⁻¹